Record 1
Below is a molecular structure, C12H26AsBrN4OPd, with properties calculated with ωB97M-V/def2-TZVPD.

Results
- F_max: 0.69 eV/Å
- E_HOMO: -0.2403 Ha
- Net charge: 0
- Relative energy (zero: lowest compared OMol25 entry of this formula, charge and spin): 36.2 kcal/mol
- LUMO energy: 0.66 eV

XYZ file:
```
46
C12H26AsBrN4OPd (ωB97M-V/def2-TZVPD)
Pd -0.348 0.861 -0.915
N -2.298 -0.245 -1.138
C -2.972 -0.821 0.018
C -3.451 0.260 0.983
N -2.376 1.059 1.554
C -1.984 0.755 2.920
C -1.092 -0.490 2.985
N 0.128 -0.407 2.178
H -2.935 0.316 -1.690
H -1.890 -0.975 -1.735
H -2.261 -1.481 0.517
H -3.840 -1.433 -0.263
H -4.052 -0.215 1.773
H -4.127 0.921 0.434
H -2.565 2.040 1.442
H -2.852 0.620 3.584
H -1.414 1.609 3.297
H -1.667 -1.357 2.650
H -0.824 -0.687 4.025
H 0.782 0.237 2.610
H -0.114 0.001 1.255
C 2.040 -0.854 -1.368
As 0.888 -2.398 -1.495
C 2.000 -3.719 -2.361
C 0.680 -3.015 0.317
O -0.540 -2.267 -2.302
H 2.713 -1.026 -0.526
H 1.499 0.105 -1.191
H 2.622 -0.758 -2.285
H 2.896 -3.921 -1.774
H 2.278 -3.345 -3.345
H 1.419 -4.632 -2.479
H 1.638 -3.361 0.702
H -0.037 -3.836 0.314
H 0.322 -2.197 0.945
Br 1.352 2.165 -3.925
C 1.613 2.748 -2.135
C 2.897 3.034 -1.709
C 3.063 3.417 -0.385
C 1.952 3.510 0.435
C 0.705 3.224 -0.102
N 0.529 2.842 -1.379
H 3.731 2.951 -2.389
H 4.051 3.644 -0.006
H 2.041 3.806 1.471
H -0.199 3.318 0.486
```

---

Record 2
Below is 3 unconnected molecules or ions with the total composition C12H26BFNO8S, with properties calculated with ωB97M-V/def2-TZVPD.

Results
- F_max: 4.38 eV/Å
- E_HOMO: -0.1816 Ha
- Net charge: -1
- LUMO energy: 2.42 eV

XYZ file:
```
50
C12H26BFNO8S (ωB97M-V/def2-TZVPD)
O 2.852 -0.153 -4.575
C 1.745 0.212 -4.157
F 1.278 0.055 -2.837
N 0.816 0.890 -5.081
C -0.131 -0.205 -5.536
O 0.129 -0.758 -6.636
B -1.459 -0.601 -4.645
O -2.349 -1.323 -5.606
C -3.633 -1.180 -4.908
C -3.499 0.424 -4.606
S -4.972 1.172 -3.767
O -2.203 0.513 -3.991
H 1.417 1.179 -5.879
H -1.128 -1.496 -3.904
H -4.575 -1.468 -5.482
H -3.438 -1.851 -3.987
H -3.448 0.878 -5.653
H -5.144 2.476 -4.244
C -1.809 -0.430 2.665
O -0.523 -0.738 2.150
C -0.412 -2.103 1.753
C -0.506 -2.250 0.238
O -1.810 -1.927 -0.231
C -1.867 -0.632 -0.822
H -1.886 0.655 2.762
H -2.605 -0.778 2.001
H -1.930 -0.879 3.656
H -1.167 -2.720 2.253
H 0.575 -2.450 2.078
H -0.323 -3.296 -0.025
H 0.253 -1.639 -0.263
H -1.360 -0.642 -1.790
H -1.419 0.128 -0.175
H -2.917 -0.376 -0.983
C 4.081 2.898 3.895
O 2.702 2.621 3.703
C 2.486 1.371 3.047
C 2.054 0.295 4.035
O 3.114 -0.039 4.934
C 2.941 0.549 6.213
H 4.166 3.755 4.566
H 4.606 2.051 4.344
H 4.545 3.156 2.938
H 3.378 1.060 2.493
H 1.679 1.527 2.325
H 1.810 -0.614 3.479
H 1.158 0.604 4.585
H 2.129 0.046 6.748
H 2.731 1.620 6.143
H 3.867 0.413 6.778
```

---

Record 3
Below is a gas-phase ion, C12H26BNO4PS2 (charge -1), with properties calculated with ωB97M-V/def2-TZVPD.

Results
- F_max: 3.80 eV/Å
- E_HOMO: -0.1745 Ha
- Net charge: -1
- LUMO energy: 2.91 eV

XYZ file:
```
47
C12H26BNO4PS2 (ωB97M-V/def2-TZVPD)
C 1.799 -1.042 3.389
C 0.563 -2.087 3.382
O -0.201 -2.000 2.151
C -1.230 -0.972 2.282
B -1.836 -0.417 0.865
O -1.781 -1.305 -0.336
C -0.665 -0.743 -1.039
C -0.141 -1.440 -2.375
C 1.266 -2.136 -2.001
O 1.195 -3.352 -1.686
N 2.557 -1.445 -2.059
C 2.918 -0.795 -0.769
C 3.664 -2.445 -2.299
C -1.027 0.828 -1.027
C -2.398 1.292 -1.734
S -2.833 3.071 -1.475
C -3.389 3.358 0.271
C -2.127 3.875 1.137
P 0.263 2.050 -1.691
S 0.370 2.063 -3.669
O -1.396 0.937 0.383
H 1.830 -0.578 2.347
H 2.785 -1.583 3.565
H 1.636 -0.179 4.116
H 1.033 -3.126 3.400
H -0.097 -1.997 4.306
H -0.781 -0.110 2.880
H -2.080 -1.441 2.905
H -3.002 -0.259 1.085
H 0.169 -0.810 -0.249
H -0.878 -2.226 -2.752
H 0.077 -0.728 -3.230
H 2.135 -0.087 -0.360
H 3.208 -1.514 0.062
H 3.849 -0.152 -0.977
H 3.357 -3.258 -3.022
H 4.560 -1.831 -2.625
H 3.976 -2.974 -1.328
H -3.298 0.674 -1.429
H -2.267 1.133 -2.860
H -4.185 4.181 0.344
H -3.869 2.425 0.720
H -2.185 4.985 1.396
H -1.929 3.223 2.058
H -1.213 3.750 0.475
H 0.001 3.413 -1.318
H 1.599 1.774 -1.207
```

---

Record 4
Below is 2 unconnected molecules or ions with the total composition C12H26Cl2NO, with properties calculated with ωB97M-V/def2-TZVPD.

Results
- F_max: 2.71 eV/Å
- E_HOMO: -0.0598 Ha
- Net charge: -1
- LUMO energy: 2.57 eV

XYZ file:
```
42
C12H26Cl2NO (ωB97M-V/def2-TZVPD)
N -3.074 0.660 -0.810
C -3.126 1.362 0.529
C -1.669 1.801 1.140
C -1.593 1.277 2.692
C -0.129 0.716 3.168
C 0.406 -0.610 2.369
C -0.743 -1.445 1.551
C -0.185 -2.915 1.068
C 1.217 -2.821 0.163
C 0.949 -2.503 -1.422
C 2.242 -1.924 -2.246
O 3.472 -1.769 -1.455
H -2.735 1.282 -1.578
H -2.563 -0.249 -0.767
H -3.790 2.336 0.462
H -3.715 0.628 1.263
H -0.784 1.374 0.505
H -1.606 2.986 1.043
H -2.392 0.474 2.989
H -1.823 2.229 3.374
H -0.221 0.406 4.316
H 0.739 1.514 3.129
H 1.323 -0.285 1.677
H 0.872 -1.368 3.159
H -0.905 -0.825 0.546
H 0.125 -3.493 2.064
H -0.996 -3.532 0.455
H 2.018 -2.136 0.680
H 1.668 -3.926 0.208
H -0.018 -1.820 -1.550
H 0.659 -3.538 -1.942
H 2.517 -2.663 -3.142
H 1.983 -0.851 -2.686
H 3.310 -0.973 -0.836
Cl -0.948 1.971 -2.631
C 0.708 2.360 -3.160
C 1.623 2.685 -1.989
Cl 1.192 4.225 -1.206
H 0.653 3.190 -3.870
H 1.085 1.481 -3.692
H 2.654 2.787 -2.340
H 1.598 1.899 -1.228
```

---

Record 5
Below is a single C12H26N6O3 molecule, with properties calculated with ωB97M-V/def2-TZVPD.

Results
- F_max: 1.96 eV/Å
- E_HOMO: -0.3283 Ha
- Net charge: 0
- Relative energy (zero: lowest compared OMol25 entry of this formula, charge and spin): 16.6 kcal/mol
- Structure (SMILES): [H]/N=C(/N)NCCC[C@H](NC(=O)[C@@H](N)CCCCN)C(=O)O
- LUMO energy: 0.67 eV

XYZ file:
```
47
C12H26N6O3 (ωB97M-V/def2-TZVPD)
H -2.240 -0.315 0.588
N -1.841 -1.221 0.784
C -1.628 -1.364 2.047
N -1.183 -2.561 2.527
N -1.823 -0.371 2.975
C -0.882 -0.097 4.023
C 0.249 0.857 3.554
C 1.280 0.169 2.703
C 2.111 1.219 1.897
N 1.310 2.056 1.009
C 0.518 1.702 -0.042
O -0.552 2.286 -0.149
C 0.998 0.597 -1.085
N 0.987 -0.752 -0.445
C 0.243 0.662 -2.373
C -1.187 0.059 -2.372
C -1.968 0.335 -3.656
C -1.349 -0.209 -4.950
N -1.240 -1.646 -4.938
C 3.348 0.617 1.140
O 3.953 1.106 0.238
O 3.860 -0.453 1.761
H -1.206 -3.190 1.733
H -1.625 -2.922 3.363
H -2.123 0.485 2.520
H -1.361 0.393 4.880
H -0.407 -1.033 4.393
H 0.628 1.341 4.508
H -0.281 1.671 3.017
H 0.889 -0.569 1.983
H 1.955 -0.403 3.369
H 2.535 1.920 2.629
H 0.920 2.828 1.533
H 2.058 0.826 -1.263
H 1.194 -1.378 -1.237
H 0.022 -0.933 -0.157
H 0.262 1.724 -2.662
H 0.834 0.183 -3.174
H -1.162 -1.026 -2.206
H -1.748 0.415 -1.508
H -2.072 1.432 -3.828
H -2.999 -0.070 -3.595
H -0.329 0.291 -5.029
H -1.988 0.130 -5.785
H -0.769 -1.993 -5.765
H -0.730 -2.008 -4.128
H 4.541 -0.791 1.173
```

---

no.,frontier orbital gap (eV)
1,7.2
2,7.4
3,7.7
4,4.2
5,9.6